# 1
{"formula": "C3H36O15", "method": "ωB97M-V/def2-TZVPD", "relative_energy_kcal_mol": 169.48, "orbital_gap_ev": 4.2, "max_force_ha_per_bohr": 0.0447, "symbols": ["O", "H", "H", "H", "C", "C", "C", "O", "H", "H", "H", "H", "H", "H", "H", "O", "H", "H", "O", "H", "H", "O", "H", "H", "O", "H", "H", "O", "H", "H", "O", "H", "H", "O", "H", "H", "O", "H", "H", "O", "H", "H", "O", "H", "H", "O", "H", "H", "O", "H", "H", "O", "H", "H"], "coordinates": [[4.945, -3.197, 0.469], [4.186, -2.624, 0.340], [5.265, -3.113, 1.370], [4.748, -4.092, 0.184], [0.906, 0.819, 1.024], [0.151, -0.443, 0.396], [-1.079, 0.123, -0.413], [0.960, -1.270, -0.458], [0.207, 1.550, 1.428], [1.503, 1.385, 0.309], [1.559, 0.448, 1.815], [-0.232, -0.982, 1.263], [-0.658, 0.881, -1.074], [-1.794, 0.584, 0.269], [-1.638, -0.566, -1.047], [3.732, -3.615, -4.235], [3.397, -3.537, -5.128], [2.979, -3.418, -3.678], [2.450, 3.829, 4.975], [3.341, 4.130, 5.150], [2.463, 3.560, 4.057], [5.629, -2.537, 4.251], [4.721, -2.287, 4.422], [6.103, -2.275, 5.041], [-2.743, 4.490, -3.076], [-3.553, 4.084, -3.386], [-2.046, 3.946, -3.443], [-4.067, -1.084, 4.553], [-3.276, -1.602, 4.704], [-4.563, -1.161, 5.368], [1.091, 4.168, -1.736], [1.665, 3.405, -1.799], [0.229, 3.804, -1.532], [2.164, -1.814, 5.519], [1.471, -1.566, 4.907], [1.709, -2.277, 6.222], [3.482, 0.989, -2.482], [2.843, 0.377, -2.117], [4.286, 0.816, -1.992], [-4.576, 2.773, 2.816], [-5.434, 2.815, 3.239], [-4.140, 2.028, 3.230], [-0.064, 2.008, -5.101], [-0.134, 2.920, -5.383], [0.773, 1.963, -4.639], [-6.783, 1.176, -0.033], [-7.206, 1.822, 0.533], [-5.956, 0.977, 0.406], [-4.897, -2.157, -5.145], [-5.305, -2.920, -5.555], [-4.139, -2.512, -4.679], [-1.719, -3.571, -3.730], [-1.791, -4.310, -3.125], [-1.163, -2.940, -3.272]]}


# 2
{"formula": "C9H20BFNO2", "method": "ωB97M-V/def2-TZVPD", "relative_energy_kcal_mol": 0.00, "orbital_gap_ev": 10.6, "total_charge": 1, "max_force_ha_per_bohr": 0.0446, "symbols": ["C", "C", "B", "O", "C", "N", "C", "C", "C", "F", "H", "H", "H", "H", "H", "H", "H", "H", "H", "H", "H", "H", "H", "H", "C", "C", "O", "C", "H", "H", "H", "H", "H", "H"], "coordinates": [[1.523, -0.766, -1.005], [1.453, 0.351, -2.104], [1.096, 1.735, -1.442], [1.983, 2.797, -1.583], [-0.263, 2.045, -0.639], [-0.886, 0.960, 0.177], [-2.068, 0.373, -0.544], [-2.219, 1.117, -1.891], [-1.335, 2.377, -1.728], [-0.794, 2.824, -2.865], [0.539, -1.234, -0.921], [2.273, -1.505, -1.255], [1.748, -0.297, -0.042], [0.759, 0.095, -2.910], [2.434, 0.426, -2.573], [2.058, 3.224, -0.721], [-0.152, 2.937, -0.024], [-1.176, 1.403, 1.045], [-0.283, 0.203, 0.512], [-1.898, -0.680, -0.732], [-2.952, 0.587, 0.045], [-3.254, 1.432, -2.002], [-1.998, 0.528, -2.778], [-1.976, 3.134, -1.272], [1.754, -2.041, 2.975], [0.321, -1.851, 2.570], [-0.111, -0.750, 2.267], [-0.561, -3.066, 2.557], [2.275, -1.086, 2.944], [1.803, -2.438, 3.989], [2.243, -2.737, 2.292], [-0.604, -3.505, 3.554], [-0.165, -3.804, 1.857], [-1.567, -2.788, 2.250]]}


# 3
{"formula": "C4H3FO", "method": "ωB97M-V/def2-TZVPD", "relative_energy_kcal_mol": 50.48, "orbital_gap_ev": 10.4, "smiles": "O=C1C=C[C@@H]1F", "max_force_ha_per_bohr": 0.0912, "symbols": ["C", "C", "C", "C", "O", "F", "H", "H", "H"], "coordinates": [[0.772, -0.936, 0.432], [1.072, 0.364, 0.179], [-0.687, -0.793, -0.074], [-0.621, 0.748, -0.447], [-1.639, -1.578, -0.114], [-1.496, 1.513, 0.256], [1.414, -1.736, 0.920], [1.672, 1.257, 0.276], [-0.486, 1.161, -1.428]]}


# 4
{"formula": "C22H57Cl2N5O9S", "method": "ωB97M-V/def2-TZVPD", "orbital_gap_ev": 7.7, "max_force_ha_per_bohr": 0.1301, "symbols": ["O", "S", "O", "O", "C", "Cl", "C", "Cl", "O", "H", "H", "C", "C", "C", "O", "C", "N", "H", "H", "H", "H", "H", "H", "H", "H", "H", "H", "H", "C", "C", "C", "O", "C", "N", "H", "H", "H", "H", "H", "H", "H", "H", "H", "H", "H", "C", "C", "C", "O", "C", "N", "H", "H", "H", "H", "H", "H", "H", "H", "H", "H", "H", "C", "C", "C", "O", "C", "N", "H", "H", "H", "H", "H", "H", "H", "H", "H", "H", "H", "C", "C", "C", "O", "C", "N", "H", "H", "H", "H", "H", "H", "H", "H", "H", "H", "H"], "coordinates": [[4.359, 4.673, 7.100], [3.658, 4.913, 5.728], [2.257, 4.256, 5.492], [3.964, 6.439, 4.952], [5.000, 6.350, 3.872], [4.073, 7.080, 2.395], [5.032, 4.730, 3.462], [3.499, 4.595, 2.362], [4.641, 3.951, 4.683], [6.033, 6.886, 4.059], [6.036, 4.286, 3.051], [1.182, 1.555, -1.433], [2.393, 1.289, -2.324], [3.565, 0.600, -1.587], [4.318, 1.468, -0.734], [3.728, 1.695, 0.537], [2.816, 2.554, -2.943], [1.325, 2.412, -0.769], [0.300, 1.774, -2.047], [0.947, 0.680, -0.817], [2.064, 0.610, -3.120], [4.275, 0.243, -2.342], [3.228, -0.288, -1.036], [3.200, 0.814, 0.912], [3.058, 2.553, 0.489], [4.528, 1.944, 1.241], [3.559, 2.356, -3.615], [3.286, 3.105, -2.219], [-2.801, -1.628, -3.583], [-1.901, -1.456, -4.805], [-0.569, -2.235, -4.708], [0.403, -1.636, -3.844], [0.209, -1.912, -2.465], [-1.671, -0.021, -5.029], [-2.468, -1.037, -2.726], [-3.821, -1.303, -3.814], [-2.849, -2.678, -3.276], [-2.450, -1.854, -5.667], [-0.110, -2.243, -5.703], [-0.734, -3.285, -4.435], [-0.191, -2.915, -2.295], [-0.444, -1.158, -2.023], [1.179, -1.837, -1.965], [-1.156, 0.094, -5.903], [-1.009, 0.296, -4.315], [1.677, -7.670, 0.436], [0.396, -7.120, -0.187], [0.533, -5.673, -0.711], [0.526, -4.672, 0.311], [1.775, -4.492, 0.963], [-0.697, -7.238, 0.789], [1.861, -7.278, 1.440], [1.617, -8.761, 0.528], [2.548, -7.438, -0.187], [0.157, -7.758, -1.047], [-0.339, -5.457, -1.339], [1.413, -5.559, -1.358], [2.620, -4.635, 0.285], [1.849, -5.166, 1.817], [1.810, -3.469, 1.349], [-1.571, -6.966, 0.336], [-0.554, -6.510, 1.495], [-4.061, 4.061, 0.778], [-3.161, 4.233, -0.444], [-1.829, 3.455, -0.347], [-0.858, 4.053, 0.517], [-1.051, 3.778, 1.896], [-2.931, 5.668, -0.668], [-3.728, 4.653, 1.635], [-5.082, 4.387, 0.547], [-4.110, 3.011, 1.085], [-3.710, 3.835, -1.306], [-1.370, 3.446, -1.342], [-1.994, 2.405, -0.074], [-1.452, 2.775, 2.066], [-1.704, 4.531, 2.338], [-0.081, 3.852, 2.396], [-2.416, 5.784, -1.542], [-2.270, 5.986, 0.046], [-2.595, -2.818, 1.554], [-3.611, -1.821, 1.002], [-3.041, -0.396, 0.815], [-2.897, 0.346, 2.030], [-1.725, 0.037, 2.769], [-4.797, -1.817, 1.871], [-2.426, -2.699, 2.627], [-2.949, -3.844, 1.402], [-1.631, -2.721, 1.043], [-3.913, -2.184, 0.011], [-3.753, 0.175, 0.206], [-2.097, -0.408, 0.255], [-0.877, -0.201, 2.121], [-1.924, -0.785, 3.457], [-1.464, 0.912, 3.371], [-5.513, -1.228, 1.444], [-4.546, -1.312, 2.725]]}


What total energy values result from the calculations? In sequence: -34401.6676; -18631.3563; -8958.1377; -85488.5735 eV.